Entry 1:
The following is a quantum chemistry calculation of a molecular structure, C24H43ClIrP2 at a distorted geometry, from the OMol25 dataset.

The spin multiplicity is 5. The LUMO energy (spin up / spin down) is -2.88 / -5.50 eV. Its expectation value of S² is 6.060. As for the total charge: +1.

Last column: Mulliken charge in e.
Positions of all 71 atoms, in Å:
Ir1 0.898 -0.215 1.614  0.734
C1 -1.801 -0.798 3.552  1.524
C2 -1.399 -1.779 2.643  -0.154
C3 0.539 -0.791 3.577  1.294
C4 -0.682 -0.190 4.124  0.667
C5 0.066 -1.811 2.577  0.141
C6 -3.222 -0.528 3.934  -1.899
H1 -3.888 -0.610 3.061  0.382
H2 -3.353 0.475 4.355  0.438
H3 -3.591 -1.248 4.684  0.351
C7 -0.728 0.725 5.273  -2.251
H4 -1.381 1.587 5.067  0.421
H5 0.269 1.110 5.515  0.400
H6 -1.133 0.226 6.170  0.342
C8 1.746 -1.045 4.420  -1.730
H7 1.583 -1.916 5.072  0.338
H8 1.971 -0.181 5.045  0.436
H9 2.612 -1.252 3.784  0.403
C9 0.842 -3.047 2.305  -1.606
H10 0.898 -3.683 3.196  0.369
H11 1.853 -2.760 2.002  0.351
H12 0.375 -3.607 1.490  0.450
C10 -2.263 -2.784 1.990  -1.512
H13 -2.369 -3.700 2.598  0.319
H14 -1.836 -3.084 1.024  0.416
H15 -3.279 -2.404 1.815  0.440
C11 -0.529 1.651 0.931  -1.001
C12 -1.840 1.217 0.813  -0.592
C13 -2.243 0.095 -0.022  -0.629
C14 -1.137 -0.516 -0.955  0.794
C15 0.173 -0.971 -0.411  -0.782
C16 1.378 -0.197 -0.413  0.094
C17 1.419 1.266 -0.802  -0.014
C18 0.271 2.148 -0.293  -0.027
H16 -3.091 0.388 -0.673  0.781
H17 -0.959 0.244 -1.745  -2.035
H18 -2.658 -0.699 0.623  -0.184
H19 -0.433 2.351 -1.123  -0.186
H20 -0.302 2.239 1.843  0.859
H21 -2.598 1.611 1.491  0.487
H22 0.693 3.136 -0.048  0.462
H23 2.379 1.699 -0.484  0.341
H24 2.312 -0.770 -0.564  0.661
H25 1.465 1.341 -1.901  -0.885
H26 -1.596 -1.372 -1.479  0.852
H27 0.348 -2.062 -0.454  0.477
P1 -0.471 1.506 -3.416  0.937
C19 -0.676 3.291 -3.777  -1.482
C20 -1.671 0.784 -4.609  -1.176
P2 1.851 -0.480 -3.684  0.643
C21 1.129 1.159 -4.263  -1.518
C22 1.150 -1.496 -5.073  -1.241
C23 3.474 -0.207 -4.533  -1.274
H28 0.159 3.862 -3.350  0.347
H29 -1.621 3.617 -3.315  0.387
H30 -0.720 3.432 -4.864  0.467
H31 -1.557 1.310 -5.570  0.419
H32 -2.676 0.968 -4.197  0.395
H33 -1.522 -0.296 -4.737  0.256
H34 3.312 0.108 -5.577  0.362
H35 4.028 -1.157 -4.510  0.430
H36 4.040 0.566 -3.993  0.362
H37 1.841 1.968 -4.011  0.512
H38 0.962 1.148 -5.359  0.646
H39 1.738 -2.425 -5.110  0.443
H40 1.261 -0.955 -6.027  0.374
H41 0.095 -1.737 -4.890  0.274
Cl1 1.827 2.317 3.366  -0.159
C24 2.342 1.058 2.187  -0.914
H42 2.789 1.639 1.375  0.468
H43 3.139 0.529 2.720  0.512

Atoms 1-6, force components in eV/Å:
-3.68 2.98 -1.07
-0.35 -0.57 -0.50
-0.06 0.12 0.35
-0.33 -1.69 -0.10
0.37 -0.26 -0.03
-0.41 0.02 2.67

Entry 2:
The following is a quantum chemistry calculation of a molecular structure, C24H43ClN3O4V at a distorted geometry, from the OMol25 dataset.

The spin multiplicity is 3. The LUMO energy (spin up / spin down) is 0.36 / 0.36 eV. Its expectation value of S² is 2.020. As for the total charge: 0.

Last column: Mulliken charge in e.
Positions of all 76 atoms, in Å:
O1 -0.741 1.013 -0.941  0.004
C1 -0.535 1.086 -2.323  0.645
C2 -1.474 0.169 -3.072  -1.300
C3 -2.148 -0.858 -2.420  1.186
H1 -2.014 -0.958 -1.353  0.323
C4 -2.981 -1.720 -3.118  -1.286
H2 -3.488 -2.523 -2.595  0.445
C5 -3.166 -1.559 -4.484  -0.561
H3 -3.815 -2.230 -5.032  0.403
C6 -2.516 -0.522 -5.142  -0.731
H4 -2.660 -0.381 -6.206  0.397
C7 -1.676 0.330 -4.440  -0.367
H5 -1.167 1.134 -4.956  0.432
H6 -0.729 2.104 -2.679  0.453
C8 1.819 1.947 -2.209  -1.476
C9 0.938 0.799 -2.583  0.166
H7 2.756 1.971 -2.760  0.336
H8 2.039 1.924 -1.143  0.269
H9 1.302 2.891 -2.393  0.430
C10 1.355 -0.379 -3.053  0.416
C11 2.757 -0.816 -3.310  -1.437
H10 0.599 -1.116 -3.304  0.205
H11 2.945 -1.068 -4.351  0.407
H12 3.007 -1.695 -2.711  0.247
H13 3.471 -0.041 -3.021  0.320
V1 0.390 0.372 0.410  1.862
Cl1 2.196 -0.225 -0.912  -0.629
C12 2.274 -1.021 2.161  -0.605
O2 1.492 -0.056 2.143  -0.860
N1 2.957 -1.394 3.247  0.353
C13 3.177 -0.483 4.352  -0.966
C14 3.489 -2.734 3.367  -1.006
H14 2.446 -1.626 1.273  0.733
H15 2.642 0.438 4.156  0.242
H16 4.241 -0.270 4.461  0.328
H17 2.814 -0.923 5.280  0.328
H18 3.115 -3.352 2.557  0.334
H19 3.188 -3.182 4.315  0.321
H20 4.578 -2.721 3.322  0.364
H21 -5.164 0.403 0.541  0.357
H22 -4.143 -0.874 2.722  0.442
C15 -4.153 0.225 0.178  -1.091
C16 -3.193 -0.828 2.190  -1.021
N2 -3.207 0.296 1.270  0.305
H23 -3.914 0.971 -0.575  0.369
C17 -2.256 1.219 1.291  -0.119
O3 -1.108 1.066 1.744  -0.739
H24 -2.370 -0.718 2.885  0.299
H25 -2.572 2.188 0.884  0.572
H26 -4.110 -0.764 -0.280  0.313
H27 -3.045 -1.746 1.627  0.270
H28 2.557 5.075 1.983  0.329
H29 0.113 6.263 1.673  0.332
C18 2.347 4.812 0.946  -1.018
C19 0.054 5.720 0.730  -0.964
N3 0.932 4.570 0.761  0.354
H30 2.908 3.922 0.684  0.283
C20 0.473 3.337 0.543  0.347
O4 1.172 2.315 0.650  -0.873
H31 -0.963 5.381 0.571  0.286
H32 -0.570 3.275 0.237  -0.072
H33 2.679 5.623 0.300  0.362
H34 0.343 6.394 -0.078  0.341
C21 -0.332 -2.808 2.650  -1.470
C22 0.022 -2.950 1.159  1.055
C23 -0.671 -4.211 0.618  -1.676
C24 -0.388 -1.720 0.297  -0.341
H35 -1.426 -2.805 2.800  0.330
H36 0.075 -1.891 3.106  0.161
H37 0.068 -3.678 3.213  0.422
H38 1.099 -3.145 1.046  0.155
H39 -1.776 -4.115 0.687  0.269
H40 -0.395 -4.378 -0.446  0.363
H41 -0.354 -5.105 1.198  0.438
H42 -0.157 -1.997 -0.753  0.322
H43 -1.452 -1.645 0.418  -0.418

Atoms 1-6, force components in eV/Å:
-0.41 0.35 0.58
0.66 -0.72 -0.20
-0.27 -0.17 -0.02
0.01 0.23 0.03
0.04 -0.05 -0.12
-0.05 0.01 -0.16

Entry 3:
The following is a quantum chemistry calculation of a molecular structure, C24H43ClN3O5Sc at a distorted geometry, from the OMol25 dataset.

The LUMO energy is 0.29 eV. As for the total charge: 0.

Last column: Mulliken charge in e.
Positions of all 77 atoms, in Å:
O1 -0.877 -2.568 -3.005  -0.577
C1 0.249 -2.040 -2.967  0.058
C2 1.528 -2.424 -2.267  0.168
C3 1.718 -2.711 -0.882  1.087
H1 1.095 -2.216 -0.113  0.342
C4 2.716 -3.651 -0.594  -0.922
H2 2.696 -4.190 0.353  0.411
C5 3.610 -4.025 -1.610  -0.580
H3 4.328 -4.825 -1.459  0.394
C6 3.605 -3.410 -2.866  -0.718
H4 4.267 -3.700 -3.674  0.376
C7 2.598 -2.521 -3.171  -0.660
H5 2.558 -2.004 -4.131  0.423
H6 0.356 -0.921 -3.253  0.002
C8 0.746 1.687 -2.855  -1.927
C9 1.004 1.381 -1.426  1.072
H7 1.661 1.422 -3.415  0.431
H8 0.590 2.782 -2.869  0.391
H9 -0.083 1.151 -3.313  0.260
C10 2.223 0.830 -1.157  0.419
C11 3.383 1.793 -1.373  -1.713
H10 2.521 -0.198 -0.835  0.129
H11 4.155 1.338 -2.019  0.378
H12 3.883 2.104 -0.432  0.297
H13 2.905 2.688 -1.850  0.382
Sc1 -0.294 1.247 0.174  -1.102
Cl1 0.596 3.623 0.183  -0.491
C12 -0.960 2.457 2.593  -0.255
O2 -1.507 1.656 1.776  -0.557
N1 -1.626 3.271 3.379  0.277
C13 -3.049 3.500 3.185  -0.930
C14 -0.883 4.086 4.341  -0.987
H14 0.139 2.546 2.613  0.583
H15 -3.450 2.821 2.438  0.223
H16 -3.206 4.526 2.844  0.327
H17 -3.566 3.336 4.129  0.325
H18 0.132 3.667 4.347  0.311
H19 -1.294 4.022 5.357  0.333
H20 -0.812 5.148 4.055  0.342
H21 -1.951 -4.759 0.212  0.334
H22 -2.273 -3.560 2.440  0.388
C15 -1.142 -4.029 0.043  -0.967
C16 -1.592 -2.751 2.139  -0.999
N2 -1.419 -2.748 0.687  0.596
H23 -1.016 -3.861 -1.035  0.284
C17 -2.001 -1.758 -0.047  -0.511
O3 -1.842 -0.531 0.134  -0.275
H24 -2.012 -1.776 2.402  0.213
H25 -2.701 -2.073 -0.849  0.428
H26 -0.213 -4.455 0.447  0.297
H27 -0.622 -2.905 2.629  0.226
H28 -4.552 3.273 -2.577  0.350
H29 -5.352 0.972 -3.490  0.323
C18 -3.562 3.007 -2.949  -1.036
C19 -4.301 0.800 -3.765  -0.888
N3 -3.410 1.565 -2.898  0.239
H30 -2.799 3.473 -2.336  0.267
C20 -2.569 0.989 -2.040  0.619
O4 -1.895 1.648 -1.205  -0.441
H31 -4.104 -0.276 -3.697  0.268
H32 -2.490 -0.111 -2.131  -0.119
H33 -3.478 3.325 -3.990  0.336
H34 -4.198 1.106 -4.816  0.317
C21 2.890 0.632 2.296  -1.529
C22 1.743 -0.367 2.250  1.724
C23 2.360 -1.775 2.236  -1.738
C24 0.847 -0.251 3.480  -1.275
O5 0.992 0.001 1.113  1.712
H35 3.471 0.478 3.213  0.442
H36 2.484 1.653 2.257  0.144
H37 3.510 0.479 1.403  0.214
H38 2.918 -1.899 3.176  0.537
H39 1.665 -2.626 2.216  0.148
H40 3.107 -1.940 1.450  0.410
H41 0.479 0.772 3.582  0.089
H42 -0.035 -0.898 3.404  0.068
H43 1.406 -0.502 4.389  0.483

Atoms 1-6, force components in eV/Å:
2.85 0.36 0.18
-1.73 2.96 1.63
-0.22 0.13 0.01
-0.51 -0.62 -1.08
0.03 -0.70 -0.53
0.04 0.25 -0.71

So what do the calculations give for M? Going down the list: 621.23 524.02 534.03 g/mol.